[1]
C11H17N3O2 | wB97M-V/def2-TZVPD

Output
**Relative energy (zero: lowest compared OMol25 entry of this formula, charge and spin)**: 124.7 kcal/mol
**HOMO energy**: -7.717 eV
**SMILES**: c1nc2c([nH]1)CCO[C@@H]2CN1CCOCC1
**2S+1**: 1
**Electronic energy**: -20244.6463 eV
**Kohn-Sham gap**: 8.51 eV

CARTESIAN COORDINATES (ANGSTROEM)
C  0.402  -4.002  0.830
N  0.719  -2.682  0.833
C  -0.082  -2.070  -0.190
C  -0.580  -3.028  -0.969
N  -0.263  -4.305  -0.369
C  -1.241  -2.919  -2.273
C  -1.493  -1.370  -2.578
O  -0.550  -0.459  -1.926
C  -0.175  -0.665  -0.521
C  1.011  0.226  0.010
N  0.621  1.509  0.546
C  1.518  2.642  0.224
C  1.114  4.042  0.796
O  0.520  3.956  2.140
C  -0.682  3.126  2.155
C  -0.207  1.651  1.838
H  0.928  -4.769  1.465
H  -0.308  -5.173  -0.850
H  -2.148  -3.476  -2.307
H  -0.452  -3.250  -2.998
H  -2.490  -0.980  -2.130
H  -1.400  -1.199  -3.688
H  -0.987  -0.269  0.125
H  1.646  0.384  -0.794
H  1.485  -0.305  0.833
H  1.681  2.636  -0.804
H  2.444  2.444  0.670
H  0.338  4.413  0.139
H  1.928  4.756  0.646
H  -1.181  3.173  3.179
H  -1.396  3.517  1.420
H  0.389  1.384  2.810
H  -1.110  1.060  1.736

---

[2]
C11H17N3S2 | wB97M-V/def2-TZVPD

Output
**HOMO energy**: -7.627 eV
**2S+1**: 1
**Electronic energy**: -37823.5750 eV
**Kohn-Sham gap**: 8.33 eV

CARTESIAN COORDINATES (ANGSTROEM)
C  1.818  -0.336  2.607
C  1.160  -1.440  2.918
C  1.480  -2.278  4.117
H  0.611  -2.344  4.771
H  2.309  -1.856  4.678
H  1.743  -3.290  3.810
C  0.055  -1.961  2.024
N  0.597  -2.567  0.827
C  0.642  -1.972  -0.378
N  -0.083  -0.857  -0.532
C  -0.123  -0.240  -1.672
N  -0.873  0.869  -1.836
C  -0.797  1.431  -3.096
C  0.005  0.734  -3.915
S  0.714  -0.671  -3.147
S  1.551  -2.680  -1.594
H  0.230  0.951  -4.939
C  -1.566  2.664  -3.433
H  -1.323  3.478  -2.752
H  -2.639  2.478  -3.382
H  -1.319  2.972  -4.445
C  -1.625  1.412  -0.726
C  -0.758  2.316  0.145
H  -0.364  3.151  -0.430
H  -1.344  2.707  0.972
H  0.076  1.747  0.546
H  -2.482  1.961  -1.119
H  -1.980  0.566  -0.133
H  1.216  -3.357  0.938
H  -0.544  -2.709  2.553
H  -0.590  -1.146  1.693
H  2.632  0.035  3.205
H  1.571  0.233  1.726

---

[3]
C11H17N4 | wB97M-V/def2-TZVPD

Output
**Relative energy (zero: lowest compared OMol25 entry of this formula, charge and spin)**: 79.7 kcal/mol
**HOMO energy**: -10.769 eV
**Total charge**: +1
**2S+1**: 1
**Electronic energy**: -17634.7831 eV
**Kohn-Sham gap**: 7.19 eV

CARTESIAN COORDINATES (ANGSTROEM)
C  -0.427  -2.383  -2.350
C  0.549  -2.414  -0.040
N  -0.219  -2.976  -1.062
N  1.563  -1.539  -0.437
N  0.446  -2.830  1.291
H  -1.014  -3.613  -0.787
H  2.514  -2.042  -0.553
H  1.556  -0.557  -0.288
H  -0.388  -3.372  1.775
H  1.316  -2.406  1.829
H  -1.399  -2.290  -2.676
H  0.239  -2.898  -3.081
H  -0.361  -1.291  -2.511
C  1.937  2.389  -0.920
C  -0.517  1.055  1.493
C  -0.231  1.510  0.158
C  1.162  1.750  0.189
C  1.701  1.285  1.326
C  -1.833  0.810  1.945
C  -2.823  1.207  0.997
C  -1.263  1.856  -0.774
C  -2.509  1.816  -0.298
N  0.693  0.890  2.195
H  0.856  0.615  3.057
H  -2.346  0.438  2.808
H  2.688  1.555  1.537
H  -3.861  1.136  1.299
H  -0.994  2.184  -1.796
H  1.315  2.761  -1.733
H  2.769  1.905  -1.422
H  -3.393  2.090  -0.906
H  2.272  3.359  -0.265

---

[4]
C11H17N4 | wB97M-V/def2-TZVPD

Output
**Relative energy (zero: lowest compared OMol25 entry of this formula, charge and spin)**: 0.0 kcal/mol
**Expectation value of S²**: 2.010
**HOMO energy (alpha / beta)**: -9.531 / -12.373 eV
**Total charge**: +1
**2S+1**: 3
**Electronic energy**: -17630.0992 eV
**Kohn-Sham gap (alpha / beta)**: 6.92 / 6.38 eV

CARTESIAN COORDINATES (ANGSTROEM)
C  2.447  0.923  -2.135
C  1.982  1.521  -0.970
C  2.394  -0.567  -0.551
C  -0.833  -1.908  2.037
C  -1.303  -0.852  2.865
C  -0.545  -1.666  0.733
C  -1.282  0.408  2.464
C  -1.117  -0.475  0.057
C  -0.710  0.685  0.987
C  -1.310  -0.881  -2.453
C  1.249  0.754  1.289
N  2.744  -0.378  -1.809
N  1.899  0.580  0.039
N  -1.081  1.898  0.247
N  -0.620  -0.227  -1.383
H  2.607  1.234  -3.159
H  1.910  2.563  -0.814
H  2.422  -1.490  -0.208
H  -0.366  -2.803  2.488
H  -1.709  -1.295  3.914
H  0.059  -2.302  0.041
H  -1.491  1.244  3.110
H  -2.200  -0.509  0.014
H  -1.444  -1.956  -2.420
H  -2.359  -0.477  -2.568
H  -0.711  -0.753  -3.417
H  1.401  -0.102  2.068
H  1.455  1.769  1.826
H  -2.016  1.849  -0.181
H  -1.018  2.702  0.724
H  -0.874  0.780  -1.384
H  0.421  -0.270  -1.451

---

[5]
C11H17NO | wB97M-V/def2-TZVPD

Output
**Relative energy (zero: lowest compared OMol25 entry of this formula, charge and spin)**: 14.7 kcal/mol
**HOMO energy**: -8.929 eV
**SMILES**: Cc1ccc(CCOCCN)cc1
**2S+1**: 1
**Electronic energy**: -15219.6098 eV
**Kohn-Sham gap**: 9.92 eV

CARTESIAN COORDINATES (ANGSTROEM)
C  5.092  -1.007  -0.290
C  3.739  -0.326  -0.136
C  3.073  0.086  -1.245
C  1.842  0.669  -1.117
C  1.318  0.833  0.130
C  -0.064  1.432  0.291
C  -1.060  0.276  0.414
O  -2.366  0.690  0.057
C  -3.307  -0.352  0.324
C  -4.429  -0.381  -0.701
N  -5.690  0.156  -0.116
C  1.995  0.439  1.247
C  3.221  -0.143  1.108
H  5.030  -1.984  0.189
H  5.879  -0.418  0.171
H  5.274  -1.193  -1.344
H  3.469  -0.046  -2.242
H  1.257  1.004  -1.962
H  -0.316  2.044  -0.572
H  -0.112  2.077  1.166
H  -0.730  -0.496  -0.287
H  -1.015  -0.091  1.445
H  -3.668  -0.234  1.351
H  -2.781  -1.309  0.275
H  -4.587  -1.430  -0.972
H  -4.162  0.140  -1.616
H  -6.452  -0.304  -0.608
H  -5.750  -0.243  0.817
H  1.560  0.582  2.225
H  3.739  -0.471  1.997

---

[6]
C11H17NO2 | wB97M-V/def2-TZVPD

Output
**Relative energy (zero: lowest compared OMol25 entry of this formula, charge and spin)**: 22.3 kcal/mol
**HOMO energy**: -8.582 eV
**SMILES**: CCc1ccc(O)cc1.CCC(N)=O
**2S+1**: 1
**Electronic energy**: -17267.3271 eV
**Kohn-Sham gap**: 9.20 eV

CARTESIAN COORDINATES (ANGSTROEM)
C  -0.164  -3.026  -0.538
C  1.429  -2.759  -0.634
C  1.910  -1.659  0.309
C  3.206  -1.838  0.835
C  3.660  -0.914  1.745
C  2.903  0.205  2.083
O  3.266  1.022  3.118
C  1.694  0.436  1.475
C  1.171  -0.542  0.612
H  -0.740  -2.394  0.109
H  -0.210  -4.099  -0.407
H  -0.311  -2.739  -1.577
H  1.909  -3.703  -0.397
H  1.642  -2.410  -1.641
H  3.772  -2.721  0.579
H  4.557  -1.134  2.296
H  4.214  1.055  3.254
H  1.050  1.234  1.822
H  0.307  -0.361  -0.006
C  -2.720  3.855  -0.967
C  -2.726  2.402  -0.486
C  -3.619  1.428  -1.176
N  -3.060  0.337  -1.773
O  -4.834  1.542  -1.163
H  -2.456  3.801  -2.017
H  -1.835  4.372  -0.606
H  -3.681  4.304  -0.747
H  -1.695  2.020  -0.440
H  -2.929  2.338  0.589
H  -3.631  -0.246  -2.361
H  -2.080  0.193  -1.890